No. 1
Here is a molecular structure, C37H104N10O11 in a non-equilibrium geometry from the Open Molecules 2025 dataset. Energies are from wB97M-V/def2-TZVPD.

XYZ file:
```
162
Properties=species:S:1:pos:R:3
C -13.0218 -3.8103 -19.4084
C -12.3513 -5.1944 -19.5145
C -10.7715 -5.0333 -19.6576
O -10.0797 -6.2415 -19.4018
C -9.8408 -7.0913 -20.4487
N -12.7532 -6.0149 -18.3941
H -12.5942 -3.1255 -20.1407
H -12.7916 -3.4518 -18.4051
H -14.0646 -3.9398 -19.6982
H -12.7844 -5.7174 -20.3671
H -10.4135 -4.3679 -18.8720
H -10.4467 -4.5327 -20.5698
H -9.3501 -6.4647 -21.1935
H -10.7727 -7.4656 -20.8724
H -9.0920 -7.7785 -20.0547
H -12.2796 -6.9058 -18.4400
H -12.3242 -5.6183 -17.5703
C -2.5544 -3.7182 -21.6953
C -3.8847 -3.6763 -20.9497
C -5.1097 -3.0244 -21.7839
O -4.7627 -1.7173 -22.2136
C -5.6610 -1.1245 -23.0517
N -4.1598 -4.9753 -20.2884
H -2.5910 -4.3524 -22.5810
H -1.7039 -4.0159 -21.0820
H -2.1536 -2.7735 -22.0627
H -3.8172 -2.8410 -20.2527
H -5.8795 -2.8681 -21.0282
H -5.5656 -3.6591 -22.5439
H -6.6082 -0.8634 -22.5797
H -5.7148 -1.7784 -23.9222
H -5.2225 -0.2405 -23.5147
H -3.3219 -5.2378 -19.7894
H -4.7457 -4.7146 -19.5081
C -7.7311 -1.1659 -24.7179
C -8.6473 -2.1760 -24.1150
C -10.0205 -1.6083 -23.6679
O -9.7855 -0.6725 -22.5821
C -10.8614 0.2131 -22.4426
N -8.8840 -3.1906 -25.1245
H -7.3942 -0.4844 -23.9368
H -8.2644 -0.5342 -25.4283
H -6.9197 -1.6593 -25.2530
H -8.2359 -2.7017 -23.2534
H -10.6194 -2.4377 -23.2918
H -10.6305 -1.2140 -24.4806
H -10.7204 1.1097 -23.0462
H -10.7423 0.4947 -21.3964
H -11.7902 -0.3290 -22.6206
H -9.2995 -2.9700 -26.0183
H -7.9729 -3.5608 -25.3546
C -5.7445 -0.9687 -14.2264
C -5.9662 -0.2232 -15.5455
C -7.2140 -0.7283 -16.3415
O -7.5098 0.2756 -17.4157
C -8.6022 -0.2052 -18.2461
N -6.1207 1.2098 -15.2334
H -6.7085 -1.0425 -13.7230
H -5.0092 -0.5611 -13.5327
H -5.4411 -2.0149 -14.2654
H -5.1154 -0.4341 -16.1933
H -8.0443 -0.7668 -15.6363
H -6.9044 -1.6878 -16.7558
H -9.5489 0.0770 -17.7855
H -8.6761 -1.2220 -18.6316
H -8.4776 0.3020 -19.2028
H -6.5778 1.2218 -14.3329
H -6.6910 1.6681 -15.9297
C -8.1811 -5.7057 -19.9819
C -6.8322 -5.2696 -19.4322
C -6.6655 -3.8074 -19.1815
O -5.2702 -3.4734 -18.9702
C -4.9917 -2.2859 -18.2965
N -6.6315 -5.9654 -18.1402
H -9.0432 -5.5186 -19.3416
H -8.0729 -6.7370 -20.3178
H -8.4182 -5.1076 -20.8617
H -6.0322 -5.5712 -20.1083
H -7.2511 -3.4644 -18.3286
H -7.0808 -3.2914 -20.0471
H -5.7060 -1.4665 -18.3776
H -3.9620 -1.9585 -18.4404
H -5.0004 -2.4266 -17.2156
H -5.8501 -5.5909 -17.6213
H -6.5057 -6.9676 -18.1454
C -6.6441 -0.5497 -20.1653
C -7.6578 -0.9922 -21.1959
C -9.1289 -1.1883 -20.6501
O -9.2417 -1.9878 -19.4544
C -9.8150 -3.2355 -19.6918
N -7.6412 0.0380 -22.2176
H -6.9955 0.3544 -19.6680
H -5.6985 -0.2711 -20.6304
H -6.3733 -1.2619 -19.3858
H -7.3266 -1.9585 -21.5762
H -9.8488 -1.4709 -21.4181
H -9.4190 -0.2121 -20.2615
H -8.9913 -3.7907 -20.1407
H -10.8442 -3.1834 -20.0467
H -9.9828 -3.6612 -18.7025
H -8.1532 0.8148 -21.8248
H -8.2800 -0.2408 -22.9486
C -11.2238 -2.6996 -13.1687
C -10.0325 -2.8261 -14.0024
C -10.3365 -2.7872 -15.5422
O -9.0575 -2.6624 -16.2455
C -9.0197 -2.9794 -17.6755
N -9.1364 -1.7326 -13.6395
H -11.1108 -2.7437 -12.0855
H -11.8984 -3.5502 -13.2656
H -11.8023 -1.8079 -13.4104
H -9.5627 -3.7886 -13.7997
H -10.8147 -1.8294 -15.7472
H -10.9062 -3.6809 -15.7968
H -9.2526 -4.0255 -17.8744
H -8.0271 -2.7397 -18.0567
H -9.7936 -2.4618 -18.2423
H -8.2978 -1.9862 -14.1420
H -9.0188 -1.9136 -12.6529
C -4.3544 3.4325 -23.2197
C -3.1638 2.5700 -22.9383
C -3.1460 1.0962 -23.3341
O -4.3950 0.4616 -23.1042
C -4.5828 0.1778 -21.7265
N -2.0215 3.3451 -23.4686
H -5.1959 2.7428 -23.2843
H -4.2587 4.0805 -24.0910
H -4.6203 4.1653 -22.4579
H -3.1417 2.4711 -21.8530
H -2.3017 0.4706 -23.0447
H -2.9887 1.1681 -24.4103
H -4.0482 -0.7580 -21.5633
H -5.6531 0.0775 -21.5464
H -4.3382 1.0048 -21.0599
H -1.9934 4.2749 -23.0753
H -1.1337 2.9114 -23.2592
C -7.6589 -4.0975 -22.4052
C -7.1378 -4.7108 -23.7842
O -5.7343 -4.7035 -23.5969
H -8.6583 -4.5169 -22.2889
H -7.8188 -3.0359 -22.5937
H -6.9704 -4.2877 -21.5818
H -7.4223 -4.1301 -24.6617
H -7.3878 -5.7622 -23.9264
H -5.6077 -5.1889 -22.7784
C -8.1478 2.7955 -24.0376
C -9.0269 1.6210 -23.7801
O -9.0588 0.7004 -24.9233
H -8.0507 3.4881 -23.2016
H -8.5568 3.4366 -24.8185
H -7.1292 2.6073 -24.3768
H -10.0197 2.0436 -23.6256
H -8.7726 1.1554 -22.8280
H -8.1198 0.5429 -25.0458
C -9.2783 1.4140 -20.1976
O -9.5651 1.4861 -21.3912
N -8.1186 1.7996 -19.8218
N -9.9981 0.9472 -19.2537
H -7.8864 1.7631 -18.8395
H -7.4817 2.1937 -20.4994
H -9.7862 1.1481 -18.2869
H -10.9554 0.7448 -19.5040
```

Calculated values
E_LUMO = 0.23 eV
Gap between HOMO and LUMO = 0.268 Eh
Energy above the lowest of the compared OMol25 structures with the same formula, charge and spin = 1268.45 kcal/mol
HOMO energy = -7.06 eV

No. 2
Here is 13 unconnected molecules or ions with the total composition C37H108N18O13 in a non-equilibrium geometry from the Open Molecules 2025 dataset. Energies are from wB97M-V/def2-TZVPD.

XYZ file:
```
176
Properties=species:S:1:pos:R:3
C -7.2639 -3.0941 -0.9734
C -6.3263 -2.2856 -1.8749
C -4.9855 -2.8677 -1.8442
O -4.0950 -1.8828 -2.4192
C -2.8169 -1.8234 -1.6976
N -6.9768 -2.3239 -3.2227
H -7.0746 -3.0207 0.0791
H -7.0536 -4.1523 -1.1326
H -8.3438 -2.8575 -1.1428
H -6.3652 -1.2088 -1.5743
H -4.9177 -3.8753 -2.2772
H -4.7082 -3.0076 -0.8012
H -2.2606 -0.9039 -2.0567
H -2.2076 -2.6339 -1.9627
H -3.0200 -1.7655 -0.6422
H -6.7314 -3.1910 -3.6294
H -6.4038 -1.6860 -3.8022
C 6.0849 0.8428 2.3848
C 6.5827 1.5533 1.0957
C 7.3390 0.5271 0.3836
O 7.6361 0.8894 -0.9702
C 8.0101 -0.2767 -1.6449
N 5.3160 1.9313 0.4113
H 6.8999 0.3913 2.8868
H 5.4395 -0.0634 2.0506
H 5.3385 1.5095 3.0020
H 7.1864 2.4257 1.4065
H 6.6945 -0.3598 0.2706
H 8.2852 0.2270 0.8694
H 8.8419 -0.8017 -1.0840
H 8.2663 -0.0099 -2.6699
H 7.2048 -0.9989 -1.7447
H 4.7105 1.1116 0.4370
H 5.5121 2.0602 -0.5511
C 4.1716 6.3177 -0.1581
C 5.0230 5.0557 -0.5045
C 4.5193 4.4142 -1.8272
O 3.1585 3.9849 -1.6731
C 2.6446 3.5711 -2.9578
N 6.4264 5.4502 -0.5559
H 4.4018 6.7687 0.7969
H 3.1094 5.9170 -0.0843
H 4.2720 7.0840 -0.9855
H 4.8781 4.3422 0.3199
H 5.0640 3.5621 -2.3192
H 4.6811 5.1219 -2.6470
H 2.4051 4.5193 -3.4479
H 1.7209 3.0908 -2.7770
H 3.2926 3.0265 -3.7342
H 6.5296 6.4262 -0.3925
H 6.8057 5.3324 -1.5107
C -4.6582 1.3346 -3.2949
C -3.5119 1.3369 -4.3227
C -2.3431 2.1188 -3.6541
O -2.6727 3.3894 -3.2176
C -2.5320 4.3516 -4.2268
N -3.1109 -0.0400 -4.6060
H -5.5684 1.0124 -3.8713
H -4.8669 2.1580 -2.6194
H -4.3533 0.5301 -2.6263
H -3.6731 1.9530 -5.2234
H -1.4939 2.2009 -4.3847
H -2.0111 1.5988 -2.7807
H -1.6912 4.0344 -4.9458
H -2.4338 5.2365 -3.6379
H -3.4472 4.4168 -4.8751
H -3.7321 -0.7419 -4.1771
H -3.0476 -0.1258 -5.5936
C 3.3330 0.7096 5.3501
C 2.1308 1.1976 6.1170
C 1.0741 1.9277 5.2533
O 1.6497 3.0799 4.7038
C 1.1626 3.5046 3.5099
N 1.5485 0.2168 7.0325
H 3.1120 -0.1415 4.6533
H 3.9823 0.1872 6.1150
H 3.8521 1.4980 4.8798
H 2.5581 2.0151 6.7603
H 0.1779 2.1604 5.8830
H 0.5663 1.2348 4.5081
H 1.2185 2.7542 2.7529
H 1.7754 4.3417 3.2759
H 0.1414 3.8289 3.4902
H 2.3146 -0.2275 7.5822
H 1.0800 -0.4997 6.5245
C 0.1267 -1.8819 -6.3551
C 0.8183 -1.6047 -5.0068
C 0.8010 -2.9212 -4.1953
O -0.5299 -3.3192 -4.1387
C -0.7131 -4.4718 -3.3337
N 2.1963 -1.1456 -5.0392
H -0.7576 -2.4489 -6.1107
H 0.6092 -2.5570 -7.0721
H -0.0584 -1.0089 -7.0128
H 0.1731 -0.8597 -4.4474
H 1.1494 -2.8239 -3.1931
H 1.4217 -3.6536 -4.8325
H -0.3205 -4.2310 -2.2999
H -0.1576 -5.2884 -3.7761
H -1.8347 -4.6492 -3.3523
H 2.7219 -1.8947 -5.5152
H 2.2061 -0.2894 -5.6019
C -6.1232 0.9660 1.9469
C -4.7945 1.5866 1.5209
C -4.8653 3.1308 1.5699
O -3.6376 3.7583 1.2947
C -3.3442 3.6156 -0.1044
N -3.6550 1.1761 2.3204
H -6.2648 1.1917 3.0104
H -6.0929 -0.1214 1.9366
H -6.7798 1.3332 1.1813
H -4.6816 1.2547 0.4856
H -5.1084 3.3562 2.6137
H -5.6925 3.6049 0.9235
H -2.5882 4.3295 -0.3622
H -4.2574 3.7741 -0.6750
H -2.9765 2.7109 -0.5161
H -2.9203 0.7447 1.7841
H -3.2080 2.0007 2.7812
C -0.3236 1.5411 -1.0033
C 0.2735 1.5161 0.3538
C 0.1971 0.1458 0.9301
O -1.1365 -0.3187 1.1944
C -1.2754 -1.3408 2.1777
N 1.6713 1.9265 0.2940
H -1.4048 1.2129 -0.9925
H 0.1911 0.8162 -1.6382
H -0.2201 2.5459 -1.3964
H -0.2909 2.1369 0.9986
H 0.6641 0.2483 1.8826
H 0.7605 -0.6520 0.3654
H -1.6769 -0.9354 3.0670
H -0.2916 -1.8336 2.3358
H -1.9935 -2.0447 1.7580
H 2.2113 1.9163 1.1796
H 1.7400 2.8359 -0.0418
C 3.5713 -1.0072 -1.0867
O 3.8323 -0.9157 0.1199
N 2.8780 -0.0965 -1.7980
N 3.9234 -2.1151 -1.8247
H 2.6892 -0.0729 -2.7859
H 2.7578 0.7880 -1.3000
H 4.3463 -2.9102 -1.3444
H 3.5726 -2.3565 -2.7669
C -0.2688 -2.5656 5.3404
O 0.9057 -2.2196 5.4084
N -1.2148 -1.8913 5.9870
N -0.7512 -3.6484 4.6621
H -2.1584 -2.1614 5.8595
H -1.1005 -1.0682 6.6058
H -1.5105 -4.1888 5.0351
H 0.0247 -4.2082 4.1832
C -4.6261 -2.8465 2.8632
O -3.6245 -3.3603 2.3314
N -4.7313 -1.6063 3.2908
N -5.7740 -3.6148 2.9839
H -4.0314 -0.9077 3.1016
H -5.6775 -1.2412 3.5191
H -5.8442 -4.5307 2.7008
H -6.5653 -3.3087 3.4626
C 2.3253 -3.5141 2.3430
O 1.4099 -4.3642 2.6442
N 2.9127 -2.6415 3.1728
N 2.7726 -3.4780 1.0758
H 3.6961 -2.0295 2.9060
H 2.5624 -2.6692 4.1158
H 3.2276 -2.5749 0.8352
H 2.1570 -3.8642 0.3790
C -1.0326 -5.1636 0.2598
O -1.9534 -5.5739 -0.4775
N 0.3522 -5.4396 -0.0538
N -1.2149 -4.5199 1.3566
H 0.9160 -5.5672 0.7938
H 0.4935 -6.1756 -0.7202
H -2.1834 -4.2600 1.5989
H -0.4531 -4.1072 1.8940
```

Calculated values
E_LUMO = 0.39 eV
Gap between HOMO and LUMO = 0.336 Eh
Energy above the lowest of the compared OMol25 structures with the same formula, charge and spin = 84.66 kcal/mol
HOMO energy = -8.76 eV